Entry 1:
The following is a quantum chemistry calculation of a structure of composition C17H32Cl2O2P2Pt, from the Open Molecules 2025 dataset.

```
! RIJCOSX wB97M-V def2-TZVPD def2/J DEFGRID3
* xyz 0 3
P -1.40262 1.42240 -0.57630
P -1.27595 -1.09166 1.17755
C -1.54998 -0.37589 -1.34392
C -2.32474 -1.22125 -0.35164
H -0.49911 -0.70813 -1.49214
H -2.04124 -0.32328 -2.31730
H -3.23463 -0.73541 0.01994
H -2.49391 -2.23731 -0.70007
C -0.68743 -3.11775 0.69961
H -0.09978 -3.57238 1.50837
H -0.12138 -3.21100 -0.24552
H -1.62595 -3.70083 0.59960
C -2.03224 -1.91100 2.62938
H -2.48796 -2.86879 2.36470
H -2.72913 -1.18587 3.05767
H -1.22761 -2.08353 3.35794
C -1.36772 2.00612 -2.48394
H -1.34181 3.10258 -2.53206
H -2.32199 1.62451 -2.87749
H -0.50970 1.55110 -2.99976
C -2.99786 2.32335 -0.32066
H -3.60864 2.11419 0.56570
H -3.59082 2.05407 -1.19224
H -2.83507 3.40657 -0.27389
Pt -1.77851 0.93250 1.47114
C 1.91040 -1.79396 -1.37870
C 2.20643 -1.75409 -2.67582
C 3.60705 -1.39459 -3.13322
C 3.84425 0.13508 -3.02017
C 2.54110 0.89123 -2.98428
C 2.00262 1.21917 -1.81395
C 2.17229 0.54177 -0.44766
C 2.55963 -0.92023 -0.37857
C -2.27510 3.12349 2.34615
H 1.38080 -2.56798 -0.81947
H 1.54530 -1.97093 -3.52765
H 3.70649 -1.67441 -4.19243
H 4.39436 -1.89022 -2.53125
H 4.39974 0.37747 -2.03828
H 4.51441 0.49823 -3.83981
H 2.10175 1.16350 -3.95181
H 1.31995 2.02632 -1.74928
H 1.23232 0.71827 0.14811
H 2.95058 1.07117 0.13180
H 3.65369 -0.99157 -0.42637
H 2.24419 -1.26469 0.61367
H -2.84463 3.04317 3.29071
H -2.82852 3.87482 1.73676
H -1.32153 3.60361 2.64800
Cl 1.25454 -1.42516 4.02712
C 0.48558 -0.00979 4.83066
Cl 1.64459 1.27094 5.17300
C -0.50299 0.60828 3.79951
O -1.74971 0.74414 4.00783
O 0.05993 0.91253 2.67271
H -0.02373 -0.35887 5.73803
*
```

Properties
- strongest force on any atom (eV Å⁻¹) = 8.84
- ⟨S²⟩ = 2.0208
- energy (Ha) = -2539.4896
- LUMO energy (spin up / spin down) (eV) = -0.65 / -1.36
- molecular weight (Da) = 596.373
- gap between HOMO and LUMO (spin up / spin down) (eV) = 6.42 / 6.64

=====

Entry 2:
The following is a quantum chemistry calculation of a structure of composition C17H32I2N3OPRh, from the Open Molecules 2025 dataset.

```
! RIJCOSX wB97M-V def2-TZVPD def2/J DEFGRID3
* xyz 1 1
Rh -0.01974 0.50856 0.05081
I -0.50320 2.95434 -0.65999
C 1.19988 0.66734 1.63964
I 2.72495 0.26484 0.19497
H 1.22242 -0.11213 2.39114
H 1.33569 1.66230 2.04652
C -0.16200 -3.59156 -1.65797
N -1.37626 -2.95117 -2.17725
C -2.49817 -3.85173 -2.40405
P -1.23783 -1.43894 -2.78298
O -0.62542 -0.47700 -1.80532
N -2.74487 -0.95896 -3.20277
C -3.26894 -1.45694 -4.47941
C -3.22246 0.39056 -2.85568
N -0.28940 -1.56201 -4.09124
C -0.10425 -2.78531 -4.86484
C 0.23665 -0.33940 -4.70791
H -0.36469 -4.02051 -0.67336
H 0.64004 -2.86394 -1.55913
H 0.18267 -4.39442 -2.31469
H -2.60388 -4.49983 -1.53400
H -2.34960 -4.49307 -3.27942
H -3.42157 -3.28651 -2.52036
H -2.80640 -0.95522 -5.33708
H -4.34115 -1.26952 -4.51631
H -3.11420 -2.53102 -4.58531
H -2.70180 0.76776 -1.98339
H -4.29287 0.35809 -2.64045
H -3.05870 1.09268 -3.68011
H -0.57582 -3.63065 -4.36642
H 0.95895 -3.00873 -4.98263
H -0.54171 -2.69138 -5.86322
H 0.04369 0.52190 -4.07434
H -0.22053 -0.16363 -5.68654
H 1.31596 -0.42010 -4.84858
C -1.93960 0.66911 3.08413
C -2.43620 -0.04986 1.80156
C -3.28193 0.91329 0.95007
C -1.19075 -0.45864 1.16729
C -3.28256 -1.29312 2.10488
C -3.98310 -1.43670 3.29637
C -4.77794 -2.55585 3.51513
C -4.86675 -3.55015 2.55383
C -4.17752 -3.41326 1.35714
C -3.39629 -2.28521 1.12918
H -1.23026 1.45638 2.82926
H -1.47244 -0.01780 3.79452
H -2.81062 1.13161 3.54857
H -2.73798 1.83742 0.74562
H -4.19284 1.15448 1.49976
H -3.55919 0.44953 0.00167
H -0.75291 -1.37309 1.58946
H -3.92133 -0.67599 4.06793
H -5.33207 -2.64534 4.44234
H -5.47666 -4.42730 2.73321
H -4.26071 -4.18030 0.59999
H -2.88041 -2.16796 0.16908
*
```

Properties
- strongest force on any atom (eV Å⁻¹) = 2.77
- energy (Ha) = -1953.5227
- LUMO energy (spin up / spin down) (eV) = -5.16 / -5.16
- molecular weight (Da) = 682.151
- gap between HOMO and LUMO (spin up / spin down) (eV) = 6.34 / 6.34

=====

Question: Look up the strongest force on any atom of the second one.
Answer: 2.77 eV Å⁻¹

=====

Question: What is the strongest force on any atom in the first record?
Answer: 8.84 eV Å⁻¹

=====

Question: Look up the energy of the second one.
Answer: -1953.5227 Ha

=====

Question: Among the records above, which one has the lowest strongest force on any atom?
Answer: C17H32I2N3OPRh